[1]
{
  "formula": "C9H14O",
  "method": "ωB97M-V/def2-TZVPD",
  "e_homo_ev": -8.839,
  "e_lumo_ev": 0.9759,
  "homo_lumo_gap_ev": 9.8,
  "relative_energy_kcal_mol": 51.1,
  "smiles": "Cc1ccc(O)cc1.CC",
  "elements": ["C", "C", "C", "C", "C", "O", "C", "C", "H", "H", "H", "H", "H", "H", "H", "H", "C", "C", "H", "H", "H", "H", "H", "H"],
  "positions_angstrom": [[0.5577, -2.6410, 1.7194], [0.1066, -1.2946, 1.3610], [1.0679, -0.2598, 1.3871], [0.5825, 0.9514, 0.8265], [-0.7118, 1.0797, 0.4482], [-0.9021, 2.3449, -0.1587], [-1.7082, 0.1011, 0.4352], [-1.1742, -1.0782, 0.8442], [1.3616, -3.0918, 1.0813], [-0.1489, -3.4199, 1.5079], [0.7463, -2.8294, 2.8560], [1.9871, -0.2967, 1.8331], [1.3740, 1.6994, 0.6066], [-1.3656, 2.7788, 0.4795], [-2.6125, 0.1412, -0.1509], [-1.7829, -1.9978, 0.6999], [0.7089, -0.2811, -2.4610], [1.0318, 1.0885, -3.0869], [-0.2406, -0.4796, -2.3672], [0.9676, -1.2035, -3.0566], [1.0957, -0.3112, -1.3868], [0.1527, 1.7971, -2.7767], [0.9813, 0.9377, -4.1977], [1.9340, 1.5211, -2.7017]],
  "forces_ev_per_angstrom": [[0.806, -2.778, 1.636], [1.391, 0.959, -0.109], [-5.059, 0.971, -1.533], [2.985, -1.504, 1.267], [-0.519, 2.267, -1.839], [0.959, -2.332, -2.183], [2.064, 0.695, -0.457], [-0.744, -2.953, 0.403], [0.141, 1.108, 0.825], [-1.235, -0.105, -0.036], [0.172, 0.642, -1.983], [2.332, -0.535, 0.713], [-1.246, -0.021, 0.290], [-2.200, 2.590, 2.399], [-0.206, 0.414, 0.364], [0.365, 0.655, 0.324], [5.250, -0.130, 0.730], [-3.077, -0.148, -0.364], [-5.600, -0.234, 0.560], [0.881, 1.055, 0.565], [-0.178, -0.401, -1.559], [1.687, -1.038, -0.688], [0.443, 0.736, 0.934], [0.587, 0.091, -0.260]]
}

=====

[2]
{
  "formula": "C47H23F10N9O2STa",
  "method": "ωB97M-V/def2-TZVPD",
  "e_homo_ev": [-9.270, -9.235],
  "e_lumo_ev": [-4.6010, -4.6285],
  "homo_lumo_gap_ev": [4.7, 4.6],
  "total_charge": 1,
  "relative_energy_kcal_mol": 0.0,
  "elements": ["Ta", "C", "C", "C", "C", "C", "N", "C", "C", "C", "C", "C", "C", "C", "C", "N", "C", "N", "C", "N", "C", "N", "C", "N", "C", "N", "C", "C", "C", "C", "C", "C", "C", "C", "C", "C", "C", "C", "C", "C", "N", "H", "H", "H", "H", "H", "H", "H", "H", "H", "H", "H", "H", "H", "H", "H", "H", "F", "C", "C", "F", "C", "F", "C", "S", "C", "F", "C", "F", "C", "N", "C", "C", "O", "H", "H", "H", "H", "H", "H", "H", "F", "C", "C", "F", "C", "F", "C", "O", "C", "F", "C", "F"],
  "positions_angstrom": [[-0.0166, 0.1071, -0.2426], [-2.4209, -0.9424, 5.8582], [-1.5962, -2.0869, 5.8450], [-0.6886, -2.3088, 4.8325], [-0.6295, -1.3572, 3.8113], [0.1803, -1.2655, 2.6254], [1.0873, -2.1619, 2.3015], [1.8179, -2.0574, 1.2252], [2.9055, -2.9551, 0.9231], [3.4262, -4.0534, 1.6054], [4.5088, -4.6894, 1.0346], [5.0744, -4.2432, -0.1756], [4.5686, -3.1476, -0.8415], [3.4660, -2.5147, -0.2683], [2.7186, -1.3539, -0.6722], [3.0169, -0.6738, -1.7645], [2.4833, 0.4801, -2.0291], [1.5357, 1.1594, -1.2631], [1.4806, 2.4412, -1.7755], [0.8081, 3.4524, -1.2992], [0.0418, 3.3124, -0.2413], [-0.2152, 2.1555, 0.4560], [-1.1117, 2.5079, 1.4725], [-1.5591, 1.7569, 2.4343], [-1.0925, 0.5427, 2.6619], [-0.1473, -0.1243, 1.9223], [-1.4441, -0.2284, 3.8248], [-2.3530, 0.0038, 4.8599], [-1.4639, 3.9045, 1.3529], [-2.3594, 4.6975, 2.0648], [-2.4902, 6.0103, 1.6563], [-1.7381, 6.5266, 0.5854], [-0.8405, 5.7403, -0.1080], [-0.7261, 4.4120, 0.2951], [2.3146, 2.5445, -2.9546], [2.5574, 3.6070, -3.8181], [3.4199, 3.3691, -4.8709], [4.0325, 2.1170, -5.0482], [3.8028, 1.0712, -4.1753], [2.9211, 1.3120, -3.1277], [1.7094, -1.0946, 0.2242], [-3.1145, -0.8067, 6.6770], [-1.6761, -2.7987, 6.6558], [-0.0427, -3.1762, 4.8249], [2.9945, -4.3878, 2.5383], [4.9409, -5.5508, 1.5259], [5.9255, -4.7719, -0.5828], [4.9987, -2.7927, -1.7680], [-2.9765, 0.8868, 4.8667], [-2.9292, 4.2956, 2.8910], [-3.1885, 6.6599, 2.1662], [-1.8712, 7.5617, 0.3026], [-0.2569, 6.1278, -0.9309], [2.0829, 4.5669, -3.6722], [3.6311, 4.1602, -5.5771], [4.6983, 1.9751, -5.8886], [4.2774, 0.1078, -4.2995], [3.4386, -4.4153, -5.0601], [2.5589, -3.6053, -4.4860], [2.0349, -3.9129, -3.2428], [2.4048, -5.0301, -2.6190], [1.1216, -3.0597, -2.6508], [0.6354, -3.4213, -1.4559], [0.7128, -1.8780, -3.2495], [-0.4358, -0.7260, -2.5702], [1.2488, -1.5986, -4.5061], [0.9180, -0.4755, -5.1414], [2.1551, -2.4430, -5.1248], [2.6528, -2.1352, -6.3182], [-3.2887, -3.6374, 2.0507], [-2.0935, -3.3681, 1.2649], [-1.1702, -4.4729, 1.0408], [-1.8685, -2.1693, 0.7859], [-0.8534, -1.8807, 0.1074], [-3.0067, -3.8808, 3.0758], [-3.8335, -4.4764, 1.6185], [-3.9314, -2.7600, 2.0553], [-1.0335, -5.0095, 1.9789], [-0.2177, -4.0869, 0.6956], [-1.5794, -5.1532, 0.2934], [-2.6263, -1.4145, 1.0045], [-5.3531, 4.5765, -0.9839], [-4.5530, 3.5284, -0.8419], [-4.7986, 2.5956, 0.1552], [-5.8350, 2.7498, 0.9704], [-3.9534, 1.5122, 0.3089], [-4.1875, 0.6300, 1.2860], [-2.8357, 1.3449, -0.5015], [-1.9736, 0.3471, -0.2482], [-2.6259, 2.2728, -1.5114], [-1.5624, 2.1392, -2.3130], [-3.4660, 3.3599, -1.6846], [-3.2158, 4.2454, -2.6407]],
  "forces_ev_per_angstrom": [[-0.465, -0.019, 0.592], [0.009, -0.014, 0.003], [-0.011, 0.020, -0.008], [-0.030, 0.020, -0.002], [0.087, -0.068, -0.014], [-0.021, -0.049, 0.078], [0.046, 0.101, -0.076], [-0.111, -0.086, 0.068], [0.000, -0.037, 0.079], [-0.036, 0.017, -0.043], [0.027, 0.007, -0.049], [-0.016, -0.016, 0.038], [-0.033, -0.027, 0.033], [0.091, 0.049, -0.083], [-0.115, -0.086, 0.049], [0.087, 0.100, 0.013], [0.042, 0.034, 0.060], [0.282, 0.061, -0.127], [-0.013, -0.065, -0.029], [-0.024, -0.023, -0.002], [-0.034, -0.035, -0.014], [-0.013, 0.157, -0.159], [0.017, -0.053, 0.122], [0.031, 0.058, -0.077], [0.019, -0.059, 0.043], [0.077, 0.003, 0.137], [-0.047, 0.105, -0.003], [0.013, -0.041, -0.010], [-0.088, 0.015, 0.037], [0.068, -0.035, -0.016], [0.019, 0.044, -0.054], [-0.046, -0.013, 0.061], [0.014, -0.066, 0.018], [0.019, 0.087, -0.051], [-0.024, 0.129, -0.028], [-0.019, -0.049, 0.033], [0.029, -0.061, -0.016], [-0.023, 0.062, -0.011], [-0.033, 0.019, 0.055], [0.079, -0.061, -0.046], [0.269, -0.124, -0.248], [-0.005, -0.008, 0.006], [-0.008, 0.001, 0.011], [0.015, -0.001, 0.000], [0.001, 0.002, 0.015], [0.005, -0.004, -0.001], [-0.002, -0.010, -0.002], [0.003, 0.018, -0.004], [0.002, 0.017, 0.000], [-0.013, -0.012, 0.003], [0.003, 0.016, 0.009], [-0.008, 0.014, 0.000], [-0.002, -0.006, -0.021], [-0.002, 0.010, 0.008], [0.006, 0.005, -0.011], [0.006, -0.002, -0.005], [0.008, -0.017, 0.000], [0.009, -0.015, -0.014], [-0.036, 0.090, 0.005], [-0.006, 0.018, -0.021], [0.000, -0.003, -0.007], [-0.144, -0.169, 0.007], [0.063, 0.017, -0.083], [0.200, 0.304, -0.150], [-0.374, -0.273, 0.081], [0.125, -0.075, 0.033], [-0.018, 0.012, 0.006], [-0.029, -0.047, 0.110], [0.028, 0.014, -0.023], [-0.020, -0.029, 0.013], [-0.007, 0.046, -0.094], [0.018, -0.025, 0.040], [-0.080, -0.012, -0.082], [0.101, -0.084, 0.172], [-0.003, -0.006, -0.008], [0.001, 0.011, 0.002], [-0.002, 0.003, 0.013], [0.010, 0.003, -0.002], [-0.001, -0.006, -0.005], [-0.005, -0.006, 0.009], [0.021, -0.008, 0.034], [-0.011, 0.011, -0.010], [0.070, -0.031, -0.017], [0.053, -0.068, -0.042], [-0.024, 0.015, 0.006], [-0.090, 0.068, 0.007], [0.034, -0.024, 0.011], [0.030, 0.010, 0.186], [0.108, 0.181, -0.556], [-0.145, 0.150, -0.042], [0.046, -0.057, -0.003], [-0.054, -0.057, 0.075], [0.000, 0.016, -0.015]]
}

=====

[3]
{
  "formula": "C3H5N2O2",
  "method": "ωB97M-V/def2-TZVPD",
  "e_homo_ev": -14.955,
  "e_lumo_ev": -4.4057,
  "homo_lumo_gap_ev": 10.5,
  "total_charge": 1,
  "relative_energy_kcal_mol": 100.6,
  "smiles": "[NH3+][C@@H]1C(=O)N2O[C@@H]12",
  "elements": ["N", "C", "C", "O", "N", "O", "C", "H", "H", "H", "H", "H"],
  "positions_angstrom": [[-0.0233, -0.5635, -1.3640], [0.2843, 0.4428, -0.2804], [0.7615, -0.5253, 1.0265], [1.4165, -1.4849, 1.0164], [-0.1475, 0.1045, 1.9364], [-0.0353, 1.5025, 1.7419], [-0.8101, 0.8054, 0.7830], [0.0781, -0.2249, -2.2589], [-0.9615, -0.9993, -1.1553], [0.6011, -1.3649, -1.2242], [0.6741, 1.3562, -0.7287], [-1.8378, 0.9514, 0.5074]],
  "forces_ev_per_angstrom": [[-1.442, -1.798, 3.969], [-0.584, -0.545, 1.624], [0.950, 3.040, -1.980], [-0.083, -0.891, 0.224], [-1.977, -1.459, 0.663], [-0.479, 0.317, -1.632], [2.359, -0.112, -0.082], [-0.089, 0.974, -2.765], [0.758, 0.693, -0.938], [0.475, 0.022, -0.226], [0.648, -0.383, 0.220], [-0.537, 0.144, 0.923]]
}

=====

What is the formula in the first record?
C9H14O